[1]
Computed, not measured: 7 unconnected molecules or ions with the total composition H14O7 in a non-equilibrium geometry, with ωB97M-V/def2-TZVPD.

Values from the calculation:
* energy above the lowest of the compared OMol25 structures with the same formula, charge and spin: 342.3 kJ/mol
* structure (SMILES): O.O.O.O.O.O.O
* HOMO-LUMO gap: 0.382 hartree
* total energy: -534.99347 Ha
* E_HOMO: -0.374 Eh

Last column: Löwdin charge in e.
CARTESIAN COORDINATES (ANGSTROEM)
H (-1.5119, 0.4210, 0.0182)  0.045
H (-0.2185, -0.0929, -0.6911)  0.011
H (-1.5206, -1.0301, 1.2281)  0.050
H (-0.3745, -1.1051, 2.2770)  -0.040
H (-2.1866, 3.0064, -0.4970)  0.038
H (-3.5911, 2.8554, -0.6340)  -0.009
H (3.1542, 1.0027, -0.8748)  -0.068
H (3.3689, 1.5225, -2.2738)  0.069
H (-3.0195, -2.9323, -1.1134)  0.098
H (-2.2643, -1.7638, -1.5824)  -0.006
H (2.5181, -2.0177, -0.8177)  0.055
H (2.3251, -1.9106, 0.5595)  -0.018
H (1.6032, 0.5758, 2.4337)  -0.008
H (1.9770, 1.7390, 1.6686)  0.076
O (-0.5471, 0.3222, 0.0713)  -0.057
O (-0.8107, -1.5861, 1.6551)  -0.047
O (-2.9953, 3.0763, 0.0259)  -0.026
O (3.7895, 1.1177, -1.4796)  -0.014
O (-3.1624, -1.9452, -1.3573)  -0.083
O (1.7909, -2.0565, -0.1651)  -0.030
O (1.6754, 0.8014, 1.5488)  -0.036

[2]
Computed, not measured: 7 unconnected molecules or ions with the total composition H14O7 in a non-equilibrium geometry, with ωB97M-V/def2-TZVPD.

Values from the calculation:
* energy above the lowest of the compared OMol25 structures with the same formula, charge and spin: 195.7 kJ/mol
* structure (SMILES): O.O.O.O.O.O.O
* HOMO-LUMO gap: 0.380 hartree
* total energy: -535.04929 Ha
* E_HOMO: -0.386 Eh

Last column: Löwdin charge in e.
CARTESIAN COORDINATES (ANGSTROEM)
O (-2.5649, 1.0325, -0.1395)  -0.016
H (-2.9053, 1.8319, -0.5317)  0.071
H (-2.7348, 1.0106, 0.7784)  0.046
O (2.8074, -1.2258, -1.7072)  -0.021
H (2.2404, -0.8023, -2.3162)  0.008
H (2.3197, -1.7221, -1.0753)  0.010
O (-0.3962, -0.6416, 2.1477)  -0.086
H (-0.2378, -0.6040, 1.1908)  -0.032
H (0.1640, 0.0298, 2.5772)  0.038
O (2.4255, -0.2307, 1.0573)  -0.033
H (3.1326, -0.8853, 1.2145)  0.072
H (1.7345, -0.6757, 0.6370)  -0.046
O (1.7418, 1.6687, -1.4051)  -0.041
H (2.0630, 1.8784, -0.5014)  0.077
H (0.9479, 2.2099, -1.4003)  0.052
O (-0.1200, -0.0806, -0.5040)  -0.072
H (0.5350, 0.5172, -0.9001)  -0.009
H (-0.9675, 0.3484, -0.6686)  0.009
O (-3.2738, -1.6277, 0.6252)  -0.067
H (-4.0143, -1.0489, 0.9134)  0.044
H (-2.8973, -0.9828, 0.0080)  -0.005

[3]
Computed, not measured: 7 unconnected molecules or ions with the total composition H14O7 in a non-equilibrium geometry, with ωB97M-V/def2-TZVPD.

Values from the calculation:
* energy above the lowest of the compared OMol25 structures with the same formula, charge and spin: 169.7 kJ/mol
* structure (SMILES): O.O.O.O.O.O.O
* HOMO-LUMO gap: 0.416 hartree
* total energy: -535.05920 Ha
* E_HOMO: -0.399 Eh

Last column: Löwdin charge in e.
CARTESIAN COORDINATES (ANGSTROEM)
O (2.0938, -0.9012, 0.6494)  -0.032
O (-3.3665, 2.5761, 1.3507)  -0.051
O (-0.7593, -1.1657, 1.6000)  -0.021
O (1.4893, 0.0445, -2.1891)  -0.064
H (1.9763, -0.5623, -0.2484)  0.005
H (2.9858, -0.6814, 0.8161)  0.020
H (-3.6159, 3.0915, 0.5704)  0.041
H (-3.4301, 3.2048, 2.0586)  0.020
H (-0.7123, -0.7130, 0.7654)  0.040
H (0.0591, -1.6851, 1.4891)  0.069
H (0.8989, 0.6812, -1.7369)  0.000
H (1.9750, 0.5482, -2.8267)  0.031
O (-0.0786, 2.0273, -0.9051)  -0.046
O (0.9147, -5.0025, -2.2726)  -0.056
O (-0.4130, 1.2270, 1.8658)  -0.085
H (0.2992, -4.6966, -2.9418)  0.029
H (1.3217, -4.1524, -2.0840)  0.027
H (0.3395, 2.6636, -0.3432)  0.043
H (-0.7388, 1.6170, -0.3262)  0.034
H (-0.5209, 0.2655, 2.0265)  -0.037
H (-0.7177, 1.6136, 2.6820)  0.032

[4]
Computed, not measured: 7 unconnected molecules or ions with the total composition H14O7 in a non-equilibrium geometry, with ωB97M-V/def2-TZVPD.

Values from the calculation:
* energy above the lowest of the compared OMol25 structures with the same formula, charge and spin: 171.8 kJ/mol
* structure (SMILES): O.O.O.O.O.O.O
* HOMO-LUMO gap: 0.392 hartree
* total energy: -535.05840 Ha
* E_HOMO: -0.398 Eh

Last column: Löwdin charge in e.
CARTESIAN COORDINATES (ANGSTROEM)
H (0.2493, -1.4337, 1.5183)  0.083
H (-0.7240, -1.5720, 0.3961)  -0.052
H (0.7583, 2.5127, -0.6804)  -0.019
H (-0.5785, 2.8495, -0.2877)  -0.013
H (-0.8999, 1.8736, -2.0706)  0.093
H (-0.2234, 0.5803, -1.4978)  -0.010
H (2.2882, -2.5021, 1.8170)  0.098
H (1.8709, -1.9136, 3.2599)  0.088
H (-1.7904, 0.7784, -0.3814)  0.017
H (-1.5025, 0.4729, 1.0883)  0.089
H (-0.7775, -0.9198, -2.1251)  0.075
H (-0.0336, -2.3532, -1.8164)  0.074
H (1.7034, 0.1875, 0.6966)  0.045
H (0.2584, 0.1191, 0.3831)  -0.010
O (-0.7452, -1.2335, 1.2427)  -0.081
O (0.1747, 3.2418, -0.7099)  -0.037
O (-0.8713, 0.8683, -2.1546)  -0.095
O (1.9780, -1.6786, 2.3025)  -0.080
O (-1.6113, 1.2805, 0.4279)  -0.112
O (-0.6069, -1.6595, -1.4336)  -0.088
O (1.0831, 0.5014, 0.0252)  -0.066

[5]
Computed, not measured: a molecular structure, H14O7 in a non-equilibrium geometry, with ωB97M-V/def2-TZVPD.

Values from the calculation:
* energy above the lowest of the compared OMol25 structures with the same formula, charge and spin: 1111.7 kJ/mol
* HOMO-LUMO gap: 0.099 hartree
* total energy: -534.70040 Ha
* E_HOMO: -0.344 Eh

Last column: Löwdin charge in e.
CARTESIAN COORDINATES (ANGSTROEM)
O (3.1695, 0.9033, -0.2624)  -0.137
O (0.2562, -1.4500, 0.2434)  -0.037
O (-2.1988, -1.1648, -1.6759)  -0.028
O (0.7072, 0.8528, -1.0080)  -0.031
H (-0.0679, 1.3869, -0.8389)  0.006
H (3.8166, 1.2268, 0.3782)  0.037
H (0.2420, -0.5283, -0.0913)  0.003
H (1.1996, -1.4713, 0.5412)  0.027
H (-2.7166, -1.1839, -2.4910)  0.054
H (-2.4145, -0.2803, -1.3297)  -0.038
H (1.6384, 1.1374, -0.9171)  0.020
H (-2.9180, 0.4171, 0.1546)  0.285
O (-1.3568, 2.3917, 0.1414)  -0.044
O (2.9309, -1.3369, 0.5170)  -0.090
O (-1.7685, -1.2670, 2.0718)  -0.032
H (3.5566, -2.0328, 0.3214)  0.046
H (2.9873, -0.2584, 0.2161)  -0.031
H (-1.7543, 3.1083, 0.6556)  0.071
H (-1.8853, 1.5998, 0.3437)  -0.049
H (-0.9701, -1.2081, 1.4878)  0.003
H (-2.4535, -0.8423, 1.5419)  -0.037

[6]
Computed, not measured: a molecular structure, H14O7 in a non-equilibrium geometry, with ωB97M-V/def2-TZVPD.

Values from the calculation:
* energy above the lowest of the compared OMol25 structures with the same formula, charge and spin: 1193.0 kJ/mol
* HOMO-LUMO gap: 0.316 hartree
* total energy: -534.66945 Ha
* E_HOMO: -0.327 Eh

Last column: Löwdin charge in e.
CARTESIAN COORDINATES (ANGSTROEM)
O (-15.4357, -21.3149, 15.8087)  -0.097
H (-14.6619, -21.1830, 16.3565)  -0.311
H (-15.3417, -20.6755, 15.1026)  0.052
O (-11.3601, -20.1100, 17.7896)  0.142
H (-10.6680, -20.0224, 18.4450)  0.136
H (-11.4450, -21.0538, 17.6548)  0.124
O (-11.9898, -21.9305, 14.7637)  -0.072
H (-11.9304, -21.0371, 15.1021)  -0.271
H (-11.4104, -21.9376, 14.0018)  0.029
O (-11.4616, -20.2772, 15.7296)  0.040
H (-11.1833, -19.4467, 15.3436)  0.132
H (-11.3924, -20.1381, 16.6741)  -0.200
O (-13.7308, -21.0755, 16.7525)  0.081
H (-13.7800, -20.1495, 16.5148)  -0.074
H (-12.8084, -21.3040, 16.6379)  0.083
O (-16.1741, -21.8308, 17.6742)  -0.087
H (-15.2729, -21.8493, 17.3521)  -0.004
H (-16.5778, -21.0938, 17.2157)  0.031
O (-13.6612, -18.8563, 16.4717)  0.073
H (-14.2050, -19.3420, 15.8515)  0.077
H (-14.2830, -18.4904, 17.1008)  0.117